This record from the OMol25 dataset describes a structure of composition C25H21ClN4O3STi in a non-equilibrium geometry. The level of theory is the ωB97M-V functional and the def2-TZVPD basis.

The value obtained for the LUMO energy (spin up / spin down) is 4.472 / 4.468 eV. The value obtained for the HOMO energy (spin up / spin down) is -0.0270 / -0.0723 Eh.

ORCA input file:
```
! wB97M-V def2-TZVPD RIJCOSX def2/J DEFGRID3
* xyz -2 3
Ti 0.09 0.34 0.18
C 3.30 0.56 5.08
C 3.16 1.29 3.91
C 2.08 1.27 3.06
C 1.12 0.29 3.37
C 1.12 -0.25 4.59
C 2.18 -0.18 5.44
N 0.00 0.14 2.50
N -1.18 -0.02 2.98
C -2.27 0.03 2.11
C -3.52 -0.20 2.84
C -4.67 -0.13 2.12
C -4.48 0.06 0.76
C -3.29 0.15 0.13
C -2.05 0.12 0.78
H 4.17 0.65 5.75
H 3.90 2.01 3.73
H 2.04 1.76 2.09
H 0.25 -0.78 4.97
H 2.07 -0.71 6.33
H -3.36 -0.54 3.87
H -5.67 -0.32 2.54
H -5.38 0.20 0.21
H -3.21 0.35 -0.87
C -2.71 2.20 -4.55
C -2.75 2.39 -3.20
C -1.78 2.04 -2.34
C -0.64 1.30 -2.86
C -0.63 1.02 -4.32
C -1.64 1.55 -5.13
N 0.34 0.84 -1.90
N 1.47 0.47 -2.65
C 2.40 -0.04 -1.69
C 3.59 -0.52 -2.28
C 4.61 -0.96 -1.49
C 4.48 -1.05 -0.07
C 3.21 -0.59 0.51
C 2.18 0.04 -0.20
H -3.57 2.53 -5.21
H -3.54 3.02 -2.76
H -1.83 2.29 -1.29
H 0.31 0.64 -4.61
H -1.62 1.35 -6.21
H 3.47 -0.85 -3.28
H 5.51 -1.37 -1.98
H 5.26 -1.53 0.61
H 3.16 -0.92 1.59
C -0.91 -2.70 -2.60
S -0.46 -3.05 -0.89
O -1.72 -3.46 -0.25
O 0.53 -4.12 -0.93
O -0.01 -1.78 -0.40
H -1.37 -3.52 -3.12
H -0.11 -2.28 -3.19
H -1.67 -1.82 -2.54
Cl 0.00 2.75 0.75
*
```

Löwdin population analysis, charges in e, atoms 1 to 8: number 1, Ti, carries 0.734; number 2, C, carries -0.090; number 3, C, carries -0.106; number 4, C, carries -0.030; number 5, C, carries -0.254; number 6, C, carries -0.075; number 7, C, carries -0.110; number 8, N, carries -0.018

---

This record from the OMol25 dataset describes a structure of composition C25H17Br2N4O3PtS2. The level of theory is the ωB97M-V functional and the def2-TZVPD basis.

The value obtained for the LUMO energy (spin up / spin down) is 2.062 / 2.060 eV. The value obtained for the HOMO energy (spin up / spin down) is -0.1492 / -0.1493 Eh.

ORCA input file:
```
! wB97M-V def2-TZVPD RIJCOSX def2/J DEFGRID3
* xyz -1 1
Pt 0.24 0.29 1.70
Br 2.02 2.50 6.14
C 0.39 1.62 5.77
C -0.51 1.39 6.81
C -1.72 0.78 6.59
Br -2.91 0.52 8.05
C -2.08 0.36 5.29
C -3.32 -0.23 4.94
C -3.56 -0.57 3.64
C -2.57 -0.37 2.67
N -1.40 0.15 2.97
C -1.14 0.56 4.26
C 0.12 1.25 4.45
O 0.88 1.48 3.45
H -0.25 1.71 7.81
H -4.06 -0.39 5.71
H -4.51 -1.00 3.34
H -2.72 -0.67 1.64
C -0.17 -1.11 0.58
C -1.16 -1.13 -0.50
C -1.44 -2.38 -1.08
C -2.37 -2.51 -2.10
C -3.04 -1.38 -2.56
C -2.78 -0.13 -2.00
C -1.85 -0.01 -0.98
H -0.89 -3.24 -0.70
H -2.56 -3.48 -2.54
H -3.75 -1.47 -3.37
H -3.27 0.75 -2.39
H -1.60 0.96 -0.57
N 2.93 -2.82 -5.55
C 2.41 -1.67 -4.92
C 3.08 -0.46 -5.00
C 2.54 0.68 -4.41
C 1.33 0.61 -3.74
C 0.65 -0.60 -3.67
C 1.18 -1.73 -4.26
S 0.65 2.02 -2.92
O 1.55 3.12 -3.21
O -0.72 2.14 -3.36
N 0.63 1.63 -1.38
C 1.73 1.64 -0.65
S 3.30 2.28 -1.11
C 3.94 1.87 0.44
C 2.99 1.32 1.21
N 1.76 1.18 0.60
H 3.93 -2.81 -5.64
H 2.61 -3.68 -5.13
H 4.02 -0.40 -5.52
H 3.06 1.63 -4.45
H -0.30 -0.65 -3.15
H 0.65 -2.67 -4.19
H 4.97 2.07 0.71
H 3.09 1.01 2.24
*
```

Löwdin population analysis, charges in e, atoms 1 to 8: number 1, Pt, carries 1.105; number 2, Br, carries 0.741; number 3, C, carries -0.615; number 4, C, carries -0.187; number 5, C, carries -0.644; number 6, Br, carries 0.723; number 7, C, carries -0.197; number 8, C, carries -0.036

---

This record from the OMol25 dataset describes a structure of composition C48H48As2FN6NaO6S in a non-equilibrium geometry. The level of theory is the ωB97M-V functional and the def2-TZVPD basis.

The value obtained for the LUMO energy is 3.294 eV. The value obtained for the HOMO energy is -0.0012 Eh.

ORCA input file:
```
! wB97M-V def2-TZVPD RIJCOSX def2/J DEFGRID3
* xyz -2 1
Na 0.39 -0.39 0.83
O -0.12 -0.97 5.22
C -0.48 -0.53 4.11
N -0.21 -1.16 2.92
C -0.28 -2.49 2.83
O -1.05 -3.24 3.44
C 0.66 -3.15 1.83
C 0.51 -4.51 1.60
C 1.39 -5.17 0.77
C 2.41 -4.44 0.17
C 2.47 -3.08 0.44
N 1.63 -2.44 1.25
C -1.11 0.79 4.02
C -1.05 1.68 5.08
C -1.32 3.04 4.91
C -1.40 3.50 3.56
C -1.52 2.62 2.53
N -1.78 1.26 2.83
H -0.31 -5.03 2.09
H 1.28 -6.23 0.57
H 3.13 -4.90 -0.48
H 3.25 -2.47 -0.01
H -0.71 1.29 6.03
H -1.30 3.74 5.73
H -1.29 4.56 3.34
H -1.51 2.93 1.49
C 2.18 4.02 2.47
As 1.61 2.95 0.91
C 3.27 3.32 -0.12
C 0.58 4.35 -0.05
C 0.72 5.72 0.18
C 0.01 6.65 -0.56
C -0.85 6.22 -1.56
C -1.02 4.86 -1.78
C -0.32 3.91 -1.04
As -0.48 1.96 -1.35
C -2.23 1.96 -2.27
C 0.56 2.10 -3.04
H 2.72 4.94 2.20
H 2.85 3.40 3.06
H 1.32 4.26 3.08
H 3.41 4.40 -0.25
H 3.22 2.85 -1.10
H 4.13 2.91 0.42
H 1.40 6.07 0.95
H 0.14 7.71 -0.37
H -1.40 6.94 -2.15
H -1.70 4.53 -2.56
H -2.17 2.32 -3.30
H -2.96 2.55 -1.72
H -2.57 0.92 -2.28
H 0.21 2.95 -3.62
H 0.41 1.18 -3.62
H 1.62 2.22 -2.83
C 3.65 0.34 4.54
C 4.85 -0.01 3.95
C 4.94 -0.06 2.58
C 3.81 0.22 1.80
N 2.67 0.60 2.38
C 2.59 0.65 3.70
C 3.79 0.07 0.34
C 4.96 -0.09 -0.42
C 4.86 -0.27 -1.78
C 3.61 -0.36 -2.37
C 2.50 -0.20 -1.54
N 2.59 0.06 -0.25
H 3.53 0.37 5.62
H 5.72 -0.25 4.57
H 5.87 -0.35 2.11
H 1.63 0.96 4.11
H 5.93 -0.04 0.05
H 5.76 -0.36 -2.39
H 3.50 -0.55 -3.43
H 1.50 -0.29 -1.93
F -6.52 -1.06 1.16
C -5.32 -0.52 1.54
C -4.83 0.58 0.86
C -3.63 1.15 1.27
C -2.90 0.63 2.36
C -3.43 -0.51 3.00
C -4.63 -1.07 2.61
H -5.39 0.98 0.03
H -3.27 2.02 0.74
H -2.89 -0.95 3.83
H -5.03 -1.94 3.12
C 0.04 -1.12 -6.19
C -0.69 -2.16 -5.39
C -2.08 -2.22 -5.39
C -2.74 -3.16 -4.60
C -2.01 -4.04 -3.83
C -0.62 -4.00 -3.83
C 0.03 -3.06 -4.60
S -2.82 -5.18 -2.73
O -4.23 -5.14 -3.01
O -2.15 -6.45 -2.86
N -2.54 -4.60 -1.23
C -3.26 -3.34 -0.91
C -2.40 -2.44 -0.02
C -1.06 -2.09 -0.68
O -0.35 -3.05 -1.08
O -0.76 -0.87 -0.79
H -0.63 -0.58 -6.86
H 0.83 -1.58 -6.79
H 0.51 -0.39 -5.52
H -2.65 -1.53 -5.99
H -3.83 -3.21 -4.58
H -0.07 -4.69 -3.21
H 1.11 -3.00 -4.58
H -1.53 -4.39 -1.14
H -4.19 -3.59 -0.40
H -3.52 -2.80 -1.82
H -2.19 -2.94 0.93
H -2.93 -1.52 0.18
*
```

Löwdin population analysis, charges in e, atoms 1 to 8: number 1, Na, carries 0.140; number 2, O, carries -0.024; number 3, C, carries -0.524; number 4, N, carries 0.117; number 5, C, carries -0.489; number 6, O, carries -0.003; number 7, C, carries -0.184; number 8, C, carries -0.010

---

This record from the OMol25 dataset describes the molecule C20H18N6O2 in a non-equilibrium geometry. The level of theory is the ωB97M-V functional and the def2-TZVPD basis.

The value obtained for the LUMO energy is 0.109 eV. The value obtained for the HOMO energy is -0.3113 Eh.

ORCA input file:
```
! wB97M-V def2-TZVPD RIJCOSX def2/J DEFGRID3
* xyz 0 1
N -5.17 -0.43 -1.19
C -4.63 -0.04 0.15
C -5.16 -0.98 1.30
C -5.45 -0.30 2.59
C -6.68 0.06 3.15
N -6.45 0.47 4.44
C -5.15 0.45 4.67
N -4.49 0.07 3.51
C -3.05 0.08 0.13
O -2.22 -0.32 0.96
N -2.49 0.59 -1.07
C -1.11 0.88 -1.38
N -0.67 1.07 -2.61
C 0.67 1.30 -2.48
C 1.66 1.49 -3.49
C 3.02 1.38 -3.12
C 3.40 1.07 -1.82
C 4.80 1.04 -1.47
O 5.53 1.97 -1.76
C 5.46 -0.04 -0.82
C 6.48 0.19 0.21
C 7.05 -0.83 0.96
C 6.71 -2.12 0.50
C 5.66 -2.38 -0.47
C 5.14 -1.31 -1.12
C 2.45 1.03 -0.85
C 1.13 1.04 -1.18
N -0.06 0.83 -0.47
H -4.93 -1.38 -1.38
H -6.18 -0.29 -1.25
H -5.05 0.94 0.33
H -4.38 -1.74 1.48
H -6.10 -1.59 0.94
H -7.53 -0.24 2.69
H -4.70 0.62 5.59
H -3.54 -0.13 3.38
H -3.12 0.65 -1.83
H 1.34 1.58 -4.57
H 3.86 1.37 -3.86
H 6.96 1.13 0.24
H 7.72 -0.72 1.81
H 7.06 -2.96 0.99
H 5.35 -3.44 -0.59
H 4.52 -1.57 -1.95
H 2.62 0.64 0.12
H -0.30 0.88 0.57
*
```

Löwdin population analysis, charges in e, atoms 1 to 8: number 1, N, carries 0.034; number 2, C, carries -0.248; number 3, C, carries -0.099; number 4, C, carries -0.282; number 5, C, carries -0.088; number 6, N, carries 0.037; number 7, C, carries -0.165; number 8, N, carries 0.111

---

no.,energy (eV)
1,-84840.40981
2,-203306.65871
3,-211429.72100
4,-34066.57732